(1)
A gas-phase ion, C6H11N2O2 (charge +1) at a distorted geometry, computed with ωB97M-V/def2-TZVPD.

CARTESIAN COORDINATES (ANGSTROEM)
C  -1.24  1.70  0.57
C  -0.55  0.77  -0.40
C  -1.62  -0.12  -1.06
O  -2.71  0.15  -1.34
N  -1.07  -1.39  -1.03
C  0.15  -1.55  -0.50
O  0.93  -2.46  -0.53
N  0.60  -0.15  0.04
C  0.65  -0.35  1.50
C  1.98  0.00  -0.55
H  -1.94  1.08  1.17
H  -1.91  2.35  0.10
H  -0.74  2.25  1.31
H  -0.17  1.40  -1.29
H  -1.50  -2.16  -1.41
H  1.18  0.45  1.91
H  -0.30  -0.50  1.79
H  1.40  -1.20  1.65
H  2.61  0.51  0.13
H  2.40  -1.03  -0.51
H  1.86  0.26  -1.56

* frontier orbital gap: 0.4236 hartree
* highest occupied orbital energy: -15.15 eV
* SMILES string: C[C@@H]1C(=O)NC(=O)[N+]1(C)C
* total charge: +1
* relative energy (zero: lowest compared OMol25 entry of this formula, charge and spin): 201.6 kJ/mol
* electronic energy: -494.94149 Ha

(2)
A single C2H5N2P molecule at a distorted geometry, computed with ωB97M-V/def2-TZVPD.

CARTESIAN COORDINATES (ANGSTROEM)
C  -0.41  -0.87  -0.09
C  -0.07  0.47  -0.46
N  1.91  -1.61  -0.09
N  2.40  -0.56  0.02
P  1.79  1.00  -0.03
H  -0.53  -1.13  0.94
H  -0.74  -1.58  -0.83
H  -0.15  0.65  -1.53
H  -0.57  1.26  0.10
H  1.67  0.96  1.37

* frontier orbital gap (alpha / beta): 0.3010 / 0.2943 hartree
* highest occupied orbital energy (alpha / beta): -7.51 / -7.53 eV
* relative energy (zero: lowest compared OMol25 entry of this formula, charge and spin): 250.8 kJ/mol
* electronic energy: -529.94681 Ha

(3)
A molecular structure, C22H45IrN2OP3 at a distorted geometry, computed with ωB97M-V/def2-TZVPD.

CARTESIAN COORDINATES (ANGSTROEM)
Ir  0.26  -0.04  0.45
P  1.83  1.18  1.87
P  -0.40  1.94  -0.41
P  1.95  -0.43  -0.99
H  -1.61  -2.09  0.31
C  -0.54  -2.11  0.10
C  0.36  -2.29  1.18
H  -0.08  -2.45  2.17
C  1.28  1.93  3.47
C  2.87  2.64  1.39
C  3.03  -0.08  2.43
C  -1.89  1.74  -1.43
C  -0.84  3.13  0.91
C  0.72  2.93  -1.46
C  2.87  -1.97  -0.62
C  3.42  0.66  -1.18
C  1.51  -0.61  -2.75
H  -0.27  -2.48  -0.89
H  1.32  -2.78  1.02
H  1.07  1.14  4.21
H  0.37  2.53  3.34
H  2.07  2.58  3.87
H  2.24  3.50  1.15
H  3.54  2.43  0.55
H  3.49  2.90  2.27
H  2.59  -1.08  2.38
H  3.29  0.13  3.48
H  3.93  -0.06  1.82
H  -2.51  2.65  -1.40
H  -2.51  0.91  -1.06
H  -1.58  1.57  -2.47
H  -1.32  4.00  0.44
H  0.05  3.46  1.45
H  -1.54  2.67  1.62
H  0.20  3.86  -1.73
H  0.99  2.41  -2.39
H  1.63  3.19  -0.91
H  3.76  -2.03  -1.26
H  2.24  -2.84  -0.81
H  3.21  -1.97  0.42
H  4.05  0.24  -1.99
H  4.04  0.67  -0.27
H  3.14  1.68  -1.47
H  2.35  -1.04  -3.31
H  1.26  0.37  -3.18
H  0.65  -1.26  -2.86
C  -1.76  -1.79  -3.69
C  -2.93  -1.32  -4.31
C  -3.26  -1.83  -5.57
C  -2.49  -2.84  -6.16
C  -1.37  -3.35  -5.49
C  -1.01  -2.84  -4.24
O  -1.33  -1.30  -2.48
H  -1.55  -0.36  -2.24
H  -3.56  -0.60  -3.78
H  -4.13  -1.44  -6.10
H  -2.77  -3.25  -7.14
H  -0.78  -4.16  -5.93
H  -0.17  -3.23  -3.67
C  -1.13  -0.79  5.81
C  -1.44  -0.45  4.42
C  -2.60  -0.03  3.80
C  -2.31  0.15  2.43
N  -1.00  -0.12  2.23
N  -0.51  -0.52  3.44
C  -3.31  0.46  1.39
H  -1.17  0.10  6.45
H  -1.88  -1.50  6.20
H  -0.15  -1.25  5.93
H  -3.54  0.15  4.27
H  0.44  -0.89  3.56
H  -4.32  0.26  1.80
H  -3.27  1.52  1.12
H  -3.17  -0.17  0.50

* frontier orbital gap (alpha / beta): 0.2201 / 0.1922 hartree
* highest occupied orbital energy (alpha / beta): -16.98 / -20.84 eV
* total charge: +4
* electronic energy: -2176.73200 Ha
* multiplicity: 6
* expectation value of S²: 8.800

(4)
A gas-phase ion, C3H8N3O (charge +1) at a distorted geometry, computed with ωB97M-V/def2-TZVPD.

CARTESIAN COORDINATES (ANGSTROEM)
N  -0.81  0.76  1.91
C  -1.05  -0.12  0.82
N  0.26  -0.66  0.21
C  0.01  -0.09  -1.34
N  1.07  0.39  -1.92
C  -0.94  0.98  -0.69
O  -1.14  2.11  -0.92
H  -0.53  0.40  2.78
H  -1.65  1.31  2.09
H  -1.86  -0.86  0.79
H  1.05  -0.02  0.43
H  0.42  -1.61  0.59
H  -0.61  -0.92  -1.82
H  1.58  1.11  -1.37
H  1.67  -0.07  -2.64

* frontier orbital gap: 0.3629 hartree
* highest occupied orbital energy: -13.64 eV
* SMILES string: N[C@@H]1[NH2+][C@H](N)C1=O
* total charge: +1
* relative energy (zero: lowest compared OMol25 entry of this formula, charge and spin): 283.2 kJ/mol
* electronic energy: -358.28856 Ha

(5)
A molecular structure, C8H12N2O2 at a distorted geometry, computed with ωB97M-V/def2-TZVPD.

CARTESIAN COORDINATES (ANGSTROEM)
C  -2.56  -0.94  -3.25
C  -2.68  -1.21  -0.88
C  -1.74  -1.57  0.45
C  -0.89  -0.41  0.81
C  -0.01  0.26  -0.27
C  1.10  1.19  0.02
C  1.66  0.90  1.50
C  3.61  1.39  2.50
H  -2.66  -0.03  -0.57
H  -3.52  -1.76  -0.83
H  -1.23  -2.55  0.22
H  -2.29  -1.81  1.42
H  -1.46  0.33  1.71
H  -0.37  -1.08  1.57
H  0.61  -0.64  -0.60
H  -0.59  0.71  -0.94
H  0.76  2.34  -0.19
H  1.94  1.09  -0.78
H  2.05  -0.37  1.69
H  0.74  1.44  2.37
N  -2.11  -1.28  -2.21
N  3.16  1.71  1.43
O  -3.12  -0.83  -4.29
O  4.10  1.04  3.67

* frontier orbital gap: 0.3936 hartree
* highest occupied orbital energy: -10.31 eV
* relative energy (zero: lowest compared OMol25 entry of this formula, charge and spin): 750.5 kJ/mol
* electronic energy: -571.78754 Ha

(6)
A molecular structure, C39H37AsO7P2STi at a distorted geometry, computed with ωB97M-V/def2-TZVPD.

CARTESIAN COORDINATES (ANGSTROEM)
Ti  0.13  0.48  -0.30
O  -2.50  -0.10  2.12
C  -1.89  -1.11  2.83
C  -1.65  -1.12  4.19
C  -1.06  -2.24  4.76
C  -0.71  -3.33  3.99
C  -0.89  -3.28  2.61
C  -1.45  -2.16  2.02
P  -1.50  -1.82  0.23
C  -0.42  -3.12  -0.47
C  0.87  -3.25  0.06
C  1.77  -4.14  -0.52
C  1.41  -4.88  -1.63
C  0.14  -4.73  -2.18
C  -0.77  -3.86  -1.59
C  -3.19  -2.30  -0.23
C  -3.64  -3.61  -0.06
C  -4.95  -3.94  -0.35
C  -5.83  -2.96  -0.79
C  -5.40  -1.65  -0.94
C  -4.08  -1.32  -0.66
C  -2.98  1.04  2.71
C  -3.79  1.01  3.84
C  -4.24  2.20  4.38
C  -3.91  3.41  3.80
C  -3.15  3.43  2.64
C  -2.70  2.25  2.06
P  -1.86  2.20  0.44
C  -1.09  3.85  0.31
C  -0.33  4.34  1.37
C  0.32  5.56  1.24
C  0.24  6.27  0.06
C  -0.50  5.78  -1.01
C  -1.16  4.57  -0.88
C  -3.27  2.33  -0.73
C  -3.15  1.79  -2.01
C  -4.18  1.92  -2.93
C  -5.35  2.58  -2.59
C  -5.47  3.13  -1.32
C  -4.44  3.01  -0.40
H  -1.88  -0.26  4.80
H  -0.87  -2.24  5.83
H  -0.26  -4.21  4.44
H  -0.55  -4.10  1.99
H  1.16  -2.66  0.92
H  2.76  -4.25  -0.09
H  2.11  -5.57  -2.08
H  -0.14  -5.30  -3.05
H  -1.76  -3.75  -2.03
H  -2.96  -4.37  0.30
H  -5.29  -4.96  -0.22
H  -6.86  -3.22  -1.01
H  -6.09  -0.88  -1.27
H  -3.75  -0.30  -0.77
H  -4.05  0.06  4.29
H  -4.86  2.18  5.27
H  -4.25  4.34  4.24
H  -2.90  4.37  2.17
H  -0.26  3.77  2.28
H  0.90  5.94  2.07
H  0.76  7.22  -0.04
H  -0.56  6.33  -1.93
H  -1.73  4.18  -1.72
H  -2.24  1.27  -2.29
H  -4.07  1.49  -3.92
H  -6.15  2.68  -3.30
H  -6.38  3.66  -1.04
H  -4.56  3.44  0.58
C  2.94  -1.29  -2.67
As  2.61  -0.11  -1.17
C  3.34  1.57  -1.79
C  3.90  -0.67  0.15
H  3.95  -1.17  -3.05
H  2.22  -1.04  -3.45
H  2.77  -2.32  -2.35
H  4.40  1.48  -2.02
H  3.18  2.31  -1.01
H  2.78  1.87  -2.68
H  4.91  -0.69  -0.26
H  3.63  -1.66  0.51
H  3.84  0.01  0.99
O  2.44  0.82  2.69
S  1.14  0.97  2.11
O  1.19  1.79  0.80
O  0.62  -0.34  1.48
O  0.12  1.50  2.98
O  -0.42  0.33  -2.01
O  0.24  1.58  -1.74

* frontier orbital gap: 0.3113 hartree
* highest occupied orbital energy: -8.41 eV
* relative energy (zero: lowest compared OMol25 entry of this formula, charge and spin): 0.0 kJ/mol
* electronic energy: -6201.25404 Ha

(7)
A molecular structure, C50H67BN6OP3S3Ti at a distorted geometry, computed with ωB97M-V/def2-TZVPD.

CARTESIAN COORDINATES (ANGSTROEM)
Ti  -0.28  -0.83  0.78
C  -0.41  3.83  2.59
C  -1.86  4.03  2.19
C  -1.97  4.36  0.70
C  -2.48  5.19  2.98
N  -2.62  2.77  2.53
C  -3.29  2.59  3.74
C  -3.70  1.32  3.78
N  -3.27  0.70  2.63
B  -3.53  -0.80  2.35
N  -2.36  -1.75  2.75
C  -2.71  -3.03  3.13
C  -1.64  -3.62  3.69
N  -0.60  -2.72  3.64
C  -1.04  -1.57  3.03
S  -0.20  -0.06  3.10
C  0.61  -2.85  4.54
C  0.82  -4.32  4.89
C  0.33  -2.08  5.82
C  1.88  -2.34  3.84
N  -4.05  -0.96  0.87
C  -5.27  -0.38  0.58
C  -5.56  -0.67  -0.69
N  -4.52  -1.44  -1.19
C  -3.59  -1.59  -0.21
S  -2.03  -2.35  -0.33
C  -4.55  -1.91  -2.62
C  -5.96  -2.45  -2.90
C  -4.26  -0.69  -3.50
C  -3.56  -3.02  -2.93
C  -2.58  1.59  1.88
S  -1.80  1.21  0.39
H  0.17  4.73  2.37
H  0.02  2.99  2.03
H  -0.33  3.61  3.66
H  -1.62  5.38  0.56
H  -3.01  4.30  0.36
H  -1.37  3.70  0.08
H  -2.05  6.12  2.60
H  -2.26  5.14  4.04
H  -3.56  5.24  2.83
H  -3.44  3.39  4.44
H  -4.27  0.79  4.53
H  -4.45  -1.13  3.06
H  -3.71  -3.42  2.96
H  -1.55  -4.60  4.11
H  0.03  -4.73  5.51
H  1.74  -4.40  5.46
H  0.94  -4.94  4.00
H  -0.56  -2.47  6.31
H  0.18  -1.02  5.62
H  1.18  -2.18  6.50
H  1.82  -2.52  2.77
H  2.74  -2.88  4.24
H  2.04  -1.27  4.00
H  -5.82  0.19  1.31
H  -6.41  -0.39  -1.29
H  -6.72  -1.67  -2.89
H  -6.23  -3.21  -2.17
H  -5.97  -2.90  -3.89
H  -5.04  0.07  -3.40
H  -4.20  -0.99  -4.55
H  -3.31  -0.23  -3.21
H  -3.67  -3.86  -2.24
H  -2.53  -2.69  -2.90
H  -3.79  -3.38  -3.94
C  1.43  2.71  -0.67
C  2.51  1.80  -0.09
P  2.23  -0.02  0.08
C  3.97  -0.56  0.31
C  4.29  -1.35  1.41
C  5.60  -1.78  1.62
C  6.60  -1.40  0.74
C  6.29  -0.60  -0.35
C  4.99  -0.17  -0.57
C  1.81  -0.63  -1.60
C  2.67  -1.22  -2.53
C  2.20  -1.61  -3.78
C  0.85  -1.44  -4.11
C  -0.02  -0.91  -3.17
C  0.46  -0.52  -1.93
P  1.21  2.62  -2.51
C  2.97  2.78  -3.04
C  3.90  3.62  -2.42
C  5.22  3.66  -2.85
C  5.63  2.86  -3.91
C  4.72  2.02  -4.53
C  3.40  1.98  -4.10
C  0.47  4.27  -2.80
C  1.13  5.39  -3.30
C  0.46  6.60  -3.47
C  -0.88  6.70  -3.13
C  -1.56  5.59  -2.64
C  -0.89  4.38  -2.49
H  1.67  3.74  -0.40
H  0.45  2.49  -0.23
H  2.71  2.09  0.95
H  3.44  1.95  -0.63
H  3.51  -1.64  2.10
H  5.83  -2.39  2.48
H  7.62  -1.73  0.90
H  7.07  -0.29  -1.04
H  4.77  0.46  -1.42
H  3.72  -1.36  -2.30
H  2.88  -2.05  -4.49
H  0.49  -1.74  -5.08
H  -1.07  -0.77  -3.41
H  -0.23  -0.08  -1.22
H  3.59  4.26  -1.60
H  5.92  4.33  -2.36
H  6.66  2.89  -4.24
H  5.04  1.39  -5.36
H  2.69  1.31  -4.57
H  2.18  5.32  -3.58
H  0.99  7.46  -3.86
H  -1.40  7.64  -3.26
H  -2.61  5.66  -2.40
H  -1.43  3.51  -2.13
C  0.87  -4.15  -1.71
P  0.98  -4.07  0.06
C  -0.22  -5.24  0.66
C  2.59  -4.69  0.51
O  0.82  -2.66  0.60
H  0.98  -5.19  -2.03
H  1.66  -3.54  -2.15
H  -0.10  -3.76  -2.02
H  -0.04  -5.47  1.70
H  -0.14  -6.16  0.07
H  -1.22  -4.82  0.54
H  3.35  -4.03  0.09
H  2.73  -5.71  0.14
H  2.68  -4.68  1.60

* frontier orbital gap (alpha / beta): 0.2515 / 0.3106 hartree
* highest occupied orbital energy (alpha / beta): -8.25 / -9.86 eV
* total charge: +1
* electronic energy: -5442.32245 Ha
* multiplicity: 3
* expectation value of S²: 2.008

(8)
A molecular structure, C24H25GaGeN4O3S4, computed with ωB97M-V/def2-TZVPD.

CARTESIAN COORDINATES (ANGSTROEM)
Ga  0.45  -0.51  -2.83
S  2.36  -0.98  -1.80
C  2.67  0.73  -1.48
C  3.56  1.03  -0.45
C  3.89  2.34  -0.14
C  4.80  2.60  0.93
N  5.52  2.78  1.81
C  3.30  3.39  -0.87
C  2.42  3.09  -1.90
C  2.09  1.78  -2.23
S  0.98  1.52  -3.57
C  3.60  4.75  -0.56
N  3.83  5.85  -0.31
H  4.01  0.23  0.11
H  1.98  3.91  -2.45
O  -3.72  -3.42  -2.48
S  -4.11  -2.29  -1.70
O  -5.15  -2.38  -0.74
N  -2.72  -1.69  -0.95
C  -2.43  -0.55  -1.42
S  -0.99  0.33  -0.91
C  -3.32  0.03  -2.46
C  -3.24  1.24  -3.12
C  -4.23  1.53  -4.06
C  -5.26  0.63  -4.31
C  -5.33  -0.59  -3.64
C  -4.34  -0.87  -2.73
H  -2.44  1.94  -2.92
H  -4.21  2.47  -4.59
H  -6.02  0.88  -5.03
H  -6.13  -1.30  -3.84
C  2.11  2.71  3.38
C  0.88  2.03  3.96
C  0.65  0.62  3.42
C  0.51  0.60  1.90
Ge  -0.62  -0.79  1.13
C  0.03  -2.58  0.71
C  1.29  -3.05  1.45
C  0.97  -3.79  2.74
C  0.32  -2.93  3.81
H  2.27  3.69  3.82
H  2.02  2.86  2.30
H  3.00  2.11  3.55
H  -0.01  2.64  3.76
H  0.97  1.99  5.05
H  -0.23  0.19  3.91
H  1.49  -0.01  3.72
H  1.48  0.59  1.41
H  0.01  1.53  1.58
H  -2.05  -0.74  1.68
H  0.18  -2.57  -0.36
H  -0.80  -3.27  0.89
H  1.96  -2.20  1.65
H  1.85  -3.71  0.79
H  1.89  -4.23  3.13
H  0.31  -4.63  2.49
H  0.98  -2.14  4.14
H  0.05  -3.52  4.68
H  -0.61  -2.47  3.46
O  -1.11  -3.28  -5.30
C  -0.89  -2.47  -4.50
N  -0.71  -1.62  -3.67

* frontier orbital gap: 0.2887 hartree
* highest occupied orbital energy: -8.95 eV
* relative energy (zero: lowest compared OMol25 entry of this formula, charge and spin): 0.0 kJ/mol
* electronic energy: -6968.84564 Ha

Which value of electronic energy does entry 5 give?
-571.78754 Ha

Which of these has the highest electronic energy?
C3H8N3O

What is the electronic energy in the fourth record?
-358.28856 Ha

Which formula does entry 2 have?
C2H5N2P